Density functional theory data (the ωB97M-V functional and the def2-TZVPD basis) for C34H20Cl72N3O3S2 as an isolated structure at a distorted geometry.

Geometry as XYZ:
```
134
Properties=species:S:1:pos:R:3:forces:R:3:mulliken_charge:R:1
C 3.14050 -3.43833 -2.31104 -0.671 1.077 0.172 -0.795
C 2.46683 -2.00652 -2.49964 0.194 0.128 0.027 0.054
S 0.68221 -2.29494 -2.94537 0.444 0.861 0.183 0.110
C -0.12715 -0.69029 -2.54731 -1.183 0.353 0.219 -0.388
C -1.01385 -0.71950 -1.24564 0.703 -0.666 1.593 0.491
N -2.29552 -0.20721 -1.32973 0.657 -0.591 1.712 0.872
C -3.19171 -0.14470 -0.25735 0.460 -0.556 0.378 -0.290
C -4.61819 0.43781 -0.56627 0.552 0.585 1.213 -0.675
O -5.63451 -0.45117 -0.09273 0.476 -0.567 -1.831 -0.218
C -6.02929 -1.41064 -1.05289 -1.898 -1.955 -1.631 0.868
C -5.14122 -2.22836 -1.86134 -1.148 -0.382 -0.227 0.155
C -5.62799 -3.25241 -2.82533 -1.476 1.050 2.613 -1.195
C -7.06096 -3.46891 -2.96016 1.634 1.317 1.290 -0.412
C -7.95260 -2.63778 -2.15604 1.350 0.102 0.295 -0.207
C -7.48595 -1.62855 -1.21433 1.413 -1.459 -1.307 -0.487
C -2.83111 -0.62370 1.05253 0.996 -0.145 -0.698 0.236
C -3.78166 -0.60503 2.28795 -0.028 0.178 0.694 -0.343
N -3.91953 -1.93014 2.95753 0.402 0.520 -0.483 -0.501
C -1.47606 -1.18764 1.23265 1.557 -0.103 -2.389 1.043
S -0.83033 -1.82160 2.78199 -0.654 0.248 -0.293 0.013
C -0.57425 -1.24664 0.04635 -2.379 1.473 -1.033 -0.335
O 0.71973 -1.81039 0.15181 -1.155 1.458 0.653 -0.381
N 0.70014 -3.19422 0.17826 -0.726 1.401 -2.164 -0.060
O -0.31248 -3.60954 -0.28791 1.164 4.116 -1.889 -0.032
H 4.05467 -3.47641 -2.95715 -0.835 -0.298 0.735 0.266
H 2.37325 -4.20585 -2.61232 1.191 0.595 0.444 0.071
H 3.38344 -3.53105 -1.21500 -0.059 -0.245 -1.253 0.225
H 2.51418 -1.41257 -1.55057 -0.075 -0.515 -0.891 0.387
H 2.93929 -1.40420 -3.32217 -0.451 -0.659 0.776 0.033
H -0.84403 -0.48083 -3.39849 0.818 -0.118 0.792 -0.080
H 0.58636 0.17730 -2.50334 -0.522 -0.929 0.029 0.393
H -2.59535 0.14255 -2.24895 0.062 -0.051 0.573 -0.324
H -4.71364 1.37191 0.06430 0.043 -0.946 -0.633 0.243
H -4.76547 0.76096 -1.62749 0.251 -0.615 0.751 0.192
H -4.03552 -2.12190 -1.78925 -0.996 -0.053 0.052 0.352
H -4.86112 -3.84333 -3.38203 -0.996 0.467 0.811 0.544
H -7.39770 -4.26577 -3.66381 0.006 0.920 0.773 0.392
H -9.04981 -2.80802 -2.23855 1.033 0.260 0.090 0.064
H -8.25279 -1.06686 -0.63645 0.946 -0.626 -0.585 -0.057
H -4.81483 -0.23942 2.07389 1.102 -0.154 -0.301 -0.285
H -3.35907 0.09284 3.07212 -0.280 -0.461 -1.039 0.516
H -3.55652 -2.68666 2.37626 -0.220 0.173 0.415 0.282
H -3.45280 -1.92295 3.86627 -0.136 -0.246 -0.539 0.228
H 0.43378 -2.33284 2.53419 -0.944 0.705 -0.581 0.199
C 1.94568 -4.79598 -6.42519 0.084 -0.051 -0.071 0.236
Cl 0.22886 -4.46423 -6.69164 0.053 -0.005 -0.007 -0.032
Cl 2.86181 -3.28140 -6.55376 -0.084 -0.084 0.064 -0.053
Cl 2.15949 -5.48129 -4.80493 -0.035 -0.083 -0.325 -0.065
Cl 2.53112 -5.94531 -7.63690 -0.096 0.170 0.170 -0.089
C 6.18805 0.23267 -3.63595 0.292 0.123 -0.063 0.278
Cl 6.62243 -0.20772 -1.96946 -0.279 -0.122 -0.252 -0.139
Cl 4.89572 1.44725 -3.60753 0.062 -0.148 0.015 -0.089
Cl 7.60116 0.89655 -4.46742 -0.428 0.024 0.077 -0.022
Cl 5.61775 -1.21534 -4.49628 -0.105 0.132 0.108 -0.023
C -3.05562 3.68596 -3.20372 0.079 0.484 0.075 0.128
Cl -3.85269 3.97109 -1.64499 0.072 -0.106 -0.124 -0.088
Cl -3.77444 4.72892 -4.43474 0.055 -0.330 0.231 -0.036
Cl -1.32565 4.04038 -3.05547 -0.217 -0.107 0.053 -0.072
Cl -3.26946 1.98480 -3.67736 -0.106 0.128 -0.176 -0.007
C -0.68329 7.29437 -5.92579 0.043 0.111 -0.066 0.279
Cl -1.47402 7.58896 -4.36574 0.083 -0.011 -0.135 -0.081
Cl -1.40660 8.33768 -7.16017 0.076 -0.148 0.160 -0.084
Cl 1.04609 7.65250 -5.78722 -0.201 -0.066 -0.002 -0.090
Cl -0.89844 5.59437 -6.38922 0.068 0.158 -0.017 -0.035
C -9.12506 2.26364 0.86719 -0.165 0.073 0.134 0.209
Cl -10.20929 2.46366 -0.52016 0.227 0.176 0.108 -0.117
Cl -10.06606 1.78546 2.28902 0.126 0.041 -0.183 -0.057
Cl -7.92580 1.00742 0.50287 -0.129 0.586 0.266 0.049
Cl -8.29335 3.79525 1.19502 -0.057 -0.163 -0.051 -0.099
C -5.93143 1.52483 5.40946 -0.102 0.157 0.017 0.073
Cl -5.16507 3.08191 5.76364 -0.128 -0.387 -0.045 -0.021
Cl -4.75038 0.21951 5.64459 -0.098 0.072 0.041 0.007
Cl -7.30453 1.27953 6.49803 0.204 0.008 -0.169 -0.095
Cl -6.50051 1.51197 3.72714 0.046 -0.036 0.133 0.047
C -3.39632 5.60929 8.91495 0.036 0.013 0.168 0.319
Cl -2.62814 7.16531 9.27008 -0.235 -0.171 -0.068 -0.076
Cl -2.22212 4.30141 9.14539 -0.151 0.103 -0.028 -0.062
Cl -4.77164 5.36601 10.00487 0.144 0.018 -0.149 -0.097
Cl -3.96599 5.60154 7.23427 0.125 0.222 0.155 -0.092
C -4.38004 -1.56395 -6.43857 -0.295 0.027 -0.243 0.117
Cl -5.45330 -1.38697 -7.83622 0.184 -0.007 0.177 -0.083
Cl -5.31903 -2.04706 -5.00996 0.416 0.689 -1.282 0.065
Cl -3.16105 -2.80703 -6.78360 -0.072 0.127 0.069 -0.071
Cl -3.57852 -0.01761 -6.10698 -0.172 -0.110 -0.101 0.017
C 10.24173 -1.73210 -6.08877 0.114 -0.059 0.010 0.208
Cl 11.20835 -1.52910 -4.61783 -0.047 0.221 -0.341 -0.027
Cl 10.33652 -0.25614 -7.06736 -0.045 -0.118 0.109 -0.104
Cl 10.86664 -3.10203 -7.02258 -0.065 0.159 0.109 -0.083
Cl 8.55230 -2.03852 -5.64661 0.273 -0.164 -0.177 0.000
C 1.37699 5.95948 10.00830 0.075 0.046 -0.035 0.260
Cl 1.51922 4.19672 10.14649 -0.040 0.143 -0.033 -0.058
Cl 0.64105 6.37050 8.44841 0.209 -0.033 0.122 -0.082
Cl 0.35984 6.57430 11.32377 0.121 -0.091 -0.101 -0.058
Cl 2.98534 6.69266 10.11554 -0.233 0.065 -0.368 -0.062
C -0.11569 -6.64875 1.82984 0.077 -0.206 0.119 0.345
Cl 0.83150 -6.32432 3.29970 -0.083 0.000 -0.104 -0.125
Cl -0.13576 -5.18437 0.79561 -0.720 -6.776 3.682 0.038
Cl 0.61874 -7.99567 0.93894 -0.075 0.165 0.111 -0.127
Cl -1.77822 -7.07369 2.28109 0.165 0.078 -0.038 -0.134
C -12.27752 -1.93647 -0.50141 -0.080 -0.040 0.073 0.271
Cl -13.98667 -1.52902 -0.71956 0.236 -0.043 0.013 -0.090
Cl -11.29599 -0.46585 -0.65708 -0.163 -0.284 0.002 -0.020
Cl -12.03617 -2.63784 1.10768 0.004 0.082 -0.187 -0.098
Cl -11.78792 -3.11070 -1.73795 -0.083 0.083 0.095 -0.115
C 10.61805 2.53726 -1.81700 0.076 -0.004 0.068 0.225
Cl 11.50861 2.63490 -0.28753 -0.192 0.058 -0.334 -0.030
Cl 10.13842 4.16580 -2.32679 0.034 -0.175 0.048 -0.104
Cl 11.65238 1.81031 -3.05932 -0.139 0.071 0.105 -0.089
Cl 9.16917 1.53734 -1.59765 0.380 0.231 0.115 -0.006
C 0.59751 0.83759 -6.57187 0.067 -0.091 -0.209 -0.064
Cl -0.31121 -0.66196 -6.32901 0.227 0.072 -0.036 0.055
Cl 0.61543 1.25023 -8.29269 -0.019 -0.047 0.257 -0.086
Cl -0.17302 2.15093 -5.65596 0.101 -0.151 -0.022 0.047
Cl 2.25908 0.60851 -5.99875 -0.125 0.070 0.039 0.040
C 11.01155 -5.14124 -3.01824 0.010 -0.026 0.018 0.286
Cl 10.94593 -6.23447 -1.62455 0.006 0.113 -0.142 -0.103
Cl 10.67480 -6.05260 -4.50043 0.023 0.107 0.156 -0.085
Cl 9.79738 -3.86247 -2.82359 0.020 -0.332 0.144 -0.021
Cl 12.62566 -4.41714 -3.12369 -0.163 -0.108 0.029 -0.086
C -0.27971 -2.73530 6.95712 -0.041 -0.089 0.200 0.254
Cl 0.58403 -1.87265 8.23786 -0.132 -0.092 -0.235 -0.070
Cl -0.84078 -4.29766 7.56933 0.077 0.220 -0.141 -0.083
Cl -1.67334 -1.77206 6.42323 0.071 -0.007 0.079 -0.029
Cl 0.80697 -2.99387 5.57709 0.016 -0.031 0.074 -0.102
C 5.09578 5.05931 13.32488 -0.028 -0.005 0.052 0.312
Cl 3.38516 5.39622 13.01089 0.216 -0.170 0.419 -0.016
Cl 6.02451 6.56459 13.20756 -0.100 -0.151 -0.007 -0.095
Cl 5.27725 4.37773 14.95068 -0.005 0.072 -0.182 -0.099
Cl 5.69737 3.89893 12.12646 -0.066 0.115 0.095 -0.101
C 13.69401 4.23829 3.23875 0.050 0.091 0.036 0.358
Cl 14.10665 3.78325 4.90051 -0.056 0.036 -0.195 -0.093
Cl 12.40711 5.45695 3.26085 0.122 -0.139 -0.017 -0.099
Cl 15.12530 4.90423 2.43476 -0.172 -0.087 0.080 -0.090
Cl 13.13404 2.80514 2.35591 0.156 0.072 0.260 -0.079
```
Positions in Å, forces in eV/Å.

The value obtained for the electronic energy is -35627.02076 hartree. Its net charge is +1. The value obtained for the highest occupied orbital energy is -11.18 eV. As for the spin multiplicity: 1.